1.
DFT (ωB97M-V with the def2-TZVPD basis set) results for C17H32O4 in the gas phase.

Relative energy (zero: lowest compared OMol25 entry of this formula, charge and spin): 17.3 kJ/mol
HOMO: -10.41 eV
Charge: 0
LUMO: 0.8 eV
Maximum force: 0.74 eV/A
Electronic energy: -967.97969 Ha

Structure (XYZ):
```
53
Properties=species:S:1:pos:R:3:forces:R:3:lowdin_charge:R:1
C 6.695497 -5.337369 -1.541730 -0.1 0.2 -0.1 -0.12
C 5.560769 -4.321009 -1.585155 0.0 -0.3 0.2 -0.28
C 4.258767 -4.909868 -1.046288 -0.1 0.3 -0.3 -0.24
C 3.063242 -3.965225 -1.171993 0.2 -0.1 0.3 -0.23
C 3.162390 -2.735477 -0.271687 -0.4 -0.1 -0.3 -0.23
C 1.896092 -1.884170 -0.334288 0.4 0.2 0.2 -0.23
C 1.999568 -0.646578 0.554595 -0.4 -0.1 0.0 -0.22
C 0.701589 0.158529 0.624296 0.3 0.0 -0.2 -0.22
C 0.334281 0.821248 -0.702288 -0.1 0.2 0.3 -0.22
C -0.844471 1.787656 -0.577927 0.0 -0.3 -0.1 -0.21
C -2.158553 1.077032 -0.255790 0.0 0.3 -0.1 -0.19
C -3.383139 1.987679 -0.359479 0.2 -0.2 0.3 -0.15
C -3.374437 3.130982 0.657684 -0.1 -0.2 -0.2 -0.19
C -3.356877 2.589424 2.073934 0.2 -0.3 0.0 -0.51
O -3.897002 1.581684 2.443126 -0.1 -0.1 0.0 0.13
O -2.678449 3.388110 2.902347 0.4 0.5 0.3 0.13
C -4.624191 4.043575 0.513282 0.0 0.1 0.2 -0.23
C -4.342396 5.459223 1.003990 -0.2 -0.1 0.0 -0.04
C -5.767178 3.432871 1.305647 -0.2 0.3 0.0 -0.53
O -6.111643 3.779255 2.402499 0.0 0.1 0.1 0.13
O -6.360629 2.439829 0.639607 -0.2 -0.5 -0.5 0.13
H 6.871586 -5.667853 -0.520218 0.1 -0.1 0.1 0.07
H 6.451277 -6.209444 -2.144818 0.0 -0.1 0.0 0.07
H 7.615794 -4.902281 -1.924830 0.1 0.0 0.0 0.07
H 5.842611 -3.447364 -0.995380 0.0 0.1 -0.1 0.10
H 5.407243 -3.992977 -2.615941 0.0 0.1 0.0 0.11
H 4.393869 -5.182510 0.003174 0.0 -0.1 0.1 0.11
H 4.037673 -5.827127 -1.598273 0.0 -0.1 0.0 0.11
H 2.964806 -3.644834 -2.212073 -0.1 0.0 -0.1 0.11
H 2.155686 -4.515665 -0.910647 -0.1 0.0 -0.1 0.11
H 3.330750 -3.057183 0.759036 0.1 0.0 0.1 0.12
H 4.014855 -2.124132 -0.572757 0.1 0.0 0.1 0.11
H 1.040855 -2.484916 -0.015266 -0.1 0.0 0.0 0.12
H 1.723401 -1.582563 -1.368803 -0.1 0.0 -0.1 0.11
H 2.266386 -0.964997 1.565630 0.1 0.0 0.0 0.11
H 2.805098 -0.004829 0.189241 0.1 0.0 0.0 0.11
H 0.814658 0.937032 1.383385 -0.1 0.0 0.1 0.11
H -0.106848 -0.501237 0.943221 -0.1 0.0 0.1 0.11
H 1.202826 1.374424 -1.068884 0.1 0.0 -0.1 0.11
H 0.090104 0.057169 -1.442021 0.0 0.0 -0.1 0.11
H -0.615403 2.521185 0.197734 0.0 0.1 0.0 0.11
H -0.957932 2.324612 -1.523520 0.0 0.1 0.0 0.11
H -2.116972 0.651605 0.746757 0.0 -0.1 0.0 0.11
H -2.290688 0.251483 -0.958926 0.0 -0.1 0.0 0.12
H -4.281138 1.389482 -0.198919 0.0 0.1 -0.1 0.11
H -3.432243 2.415143 -1.363486 -0.1 0.1 0.0 0.12
H -2.489977 3.756728 0.522274 -0.1 0.0 0.0 0.14
H -2.735695 3.060837 3.814430 -0.2 -0.2 -0.2 0.14
H -4.915889 4.054711 -0.540593 0.1 -0.1 0.1 0.15
H -5.240003 6.068205 0.930282 0.0 0.1 0.0 0.09
H -4.029368 5.440243 2.044341 0.0 0.1 0.1 0.08
H -3.558063 5.916463 0.406315 0.1 0.0 -0.1 0.09
H -7.032488 2.013188 1.195152 0.2 0.2 0.1 0.14
```
Positions in Å, forces in eV/Å.

2.
DFT (ωB97M-V with the def2-TZVPD basis set) results for a molecular structure, C17H33AlBrO6S2.

Relative energy (zero: lowest compared OMol25 entry of this formula, charge and spin): 107.3 kJ/mol
HOMO: -4.64 eV
Charge: -1
LUMO: 2.5 eV
Maximum force: 4.02 eV/A
Electronic energy: -4731.91514 Ha

Structure (XYZ):
```
60
Properties=species:S:1:pos:R:3:forces:R:3:lowdin_charge:R:1
C -3.308859 -0.737949 -0.571962 -0.3 -0.5 -1.1 -0.15
C -3.310000 0.741238 -1.048054 -0.4 0.2 1.2 -0.24
C -2.132291 1.625400 -0.552464 0.6 0.4 -0.8 -0.26
C -0.723474 0.947664 -0.589326 0.2 0.1 0.8 -0.37
C 0.389055 1.818047 -1.264218 -0.9 -0.6 -0.1 -0.14
Al -0.210370 0.375625 1.318552 -1.1 -1.6 -0.5 0.03
S -2.104926 0.171876 2.618168 -0.1 0.0 0.2 0.44
C 0.608906 -1.525235 1.305107 -0.3 0.2 -0.8 -0.67
Br 2.154752 -1.709948 2.563384 -0.3 0.0 -0.2 0.60
C 0.942596 -2.004059 -0.148636 0.4 -0.7 0.6 -0.34
C 2.153203 -2.977229 -0.281495 -0.5 0.2 -0.9 -0.18
S 1.132663 1.932034 2.375927 -1.0 3.0 2.5 0.54
C 2.932986 1.735551 2.049030 0.0 -0.4 0.1 -0.22
O 0.700969 3.298140 1.887383 1.0 -1.8 -0.4 -0.48
O 0.912397 1.875864 3.865673 1.0 -0.6 -2.0 -0.47
H -4.056413 -0.963221 0.197853 0.3 0.3 0.0 0.05
H -2.342718 -1.110436 -0.215521 -0.2 0.3 0.0 0.03
H -3.577287 -1.365841 -1.449667 0.1 0.1 0.4 0.06
H -3.427853 0.812794 -2.140946 0.4 -0.2 0.3 0.09
H -4.231586 1.198484 -0.638905 0.3 -0.1 -0.3 0.10
H -2.081424 2.489287 -1.251546 -0.1 -0.3 0.3 0.09
H -2.321750 2.082892 0.431530 -0.2 -0.4 -0.2 0.07
H -0.810591 0.004036 -1.158064 0.0 0.4 0.0 0.07
H 0.994458 1.143995 -1.888631 0.2 0.4 0.3 0.06
H 0.995995 2.384591 -0.543827 -0.1 -0.1 -0.3 0.04
H -0.088716 2.533029 -1.956609 0.3 -0.1 0.2 0.06
H -2.110284 -1.102040 3.135505 0.5 1.0 -0.5 -0.24
H -0.150507 -2.221334 1.696386 0.5 0.3 0.2 0.01
H 1.099108 -1.157170 -0.830976 0.0 -0.2 0.2 0.07
H 0.052658 -2.544161 -0.519892 0.1 0.4 0.2 0.10
H 3.058886 -2.375275 -0.441246 0.0 -0.4 0.4 0.06
H 2.256851 -3.680096 0.551649 0.1 0.4 0.0 0.03
H 2.021254 -3.594646 -1.191384 0.1 0.3 0.2 0.06
H 3.423492 2.697958 1.850790 -0.4 -0.2 0.1 0.05
H 3.064027 1.038543 1.204848 -0.1 0.4 0.1 0.03
H 3.356302 1.235710 2.930948 -0.2 0.3 -0.2 0.03
O -1.904693 -2.934181 3.821643 -0.1 -0.2 -0.3 0.10
C -2.574330 -3.571332 3.059370 0.1 0.1 0.5 -0.48
O -3.075329 -3.080585 1.897469 0.1 -0.2 0.2 0.00
C -3.920672 -4.063054 1.283750 -0.1 0.0 -0.3 -0.16
C -3.473369 -5.393580 1.858394 0.0 -0.4 0.0 -0.16
C -3.022846 -5.000170 3.255621 0.0 -0.3 -0.4 -0.08
H -4.960012 -3.829979 1.531442 0.0 0.0 0.0 0.13
H -3.798164 -4.017603 0.202900 0.0 0.2 0.0 0.12
H -4.253684 -6.154363 1.841727 0.0 0.1 0.0 0.11
H -2.620924 -5.774158 1.291102 0.0 0.0 0.0 0.12
H -3.847956 -5.014192 3.970171 0.1 0.0 0.1 0.13
H -2.202628 -5.618126 3.612045 0.0 0.1 0.3 0.13
O 1.726341 2.665726 -3.803373 0.2 -0.2 -0.3 0.12
C 2.673938 3.317597 -3.491963 -0.5 0.0 0.1 -0.49
O 3.783315 2.792181 -2.911902 0.1 0.0 -0.1 0.03
C 4.689668 3.845795 -2.556474 0.2 0.0 0.2 -0.16
C 4.315819 5.013445 -3.451032 0.0 0.3 -0.1 -0.17
C 2.817154 4.814535 -3.624128 0.5 0.2 -0.1 -0.08
H 4.556392 4.075084 -1.496045 0.0 0.0 0.0 0.13
H 5.713502 3.511263 -2.717752 -0.1 -0.2 0.0 0.12
H 4.589042 5.981316 -3.031510 0.0 -0.1 0.1 0.11
H 4.814109 4.913836 -4.418530 0.0 0.0 0.0 0.11
H 2.246546 5.293475 -2.826376 -0.1 -0.1 -0.1 0.14
H 2.467273 5.152952 -4.595910 -0.3 0.0 0.1 0.12
```
Positions in Å, forces in eV/Å.

3.
DFT (ωB97M-V with the def2-TZVPD basis set) results for a molecular structure, C17H33AsO3PtSSi2.

Relative energy (zero: lowest compared OMol25 entry of this formula, charge and spin): 159.3 kJ/mol
HOMO (alpha / beta): -6.71 / -7.48 eV
2S+1: 3
Charge: 0
LUMO (alpha / beta): 0.5 / -1.8 eV
Maximum force: 2.95 eV/A
Electronic energy: -4225.44944 Ha

Structure (XYZ):
```
58
Properties=species:S:1:pos:R:3:forces:R:3:lowdin_charge:R:1
Pt 0.612413 -0.726945 0.387683 -0.4 -1.0 0.7 0.54
C -1.603755 4.663017 -2.333269 2.0 1.4 1.0 -0.08
O -1.097417 3.797643 -3.330415 -0.5 0.0 -0.5 -0.09
C -0.252124 2.760933 -3.055186 -1.8 0.7 -0.8 -0.29
C -0.052165 1.871678 -4.115491 0.8 0.5 -0.2 -0.02
C 1.059438 1.062757 -3.992776 0.1 -1.6 -1.0 -0.05
C 1.711979 0.719846 -2.784360 -1.2 1.0 1.4 -0.08
C 2.803057 -0.321662 -2.639489 0.0 2.3 0.6 -0.34
C 3.172171 -1.004902 -3.962670 1.9 2.2 0.1 -0.02
O 3.473539 -0.401769 -1.582092 -1.4 -0.7 -2.5 0.00
C 1.113727 1.435475 -1.628510 1.1 -2.0 -0.9 -0.33
O 1.267786 0.971578 -0.401531 0.7 1.8 -0.6 -0.32
C 0.288361 2.549000 -1.832186 0.9 -0.4 1.1 0.02
H -2.430656 4.229203 -1.761395 0.2 -0.1 0.0 0.08
H -1.939478 5.620358 -2.816408 0.2 -1.1 0.2 0.10
H -0.719705 4.982285 -1.629115 -1.8 -0.6 -1.0 0.12
H -0.638985 1.917195 -5.043432 0.5 0.3 0.5 0.12
H 1.342881 0.593687 -4.954087 0.1 -0.1 0.8 0.11
H 2.429868 -1.495352 -4.518725 -1.3 -0.8 -0.2 0.06
H 3.992927 -1.638645 -3.741510 0.7 -0.9 0.0 0.06
H 3.590138 -0.223093 -4.713814 -0.7 -0.9 1.5 0.13
H 0.077879 3.160838 -0.971745 -0.2 0.0 0.1 0.11
C 3.714481 -2.369352 1.046664 -2.0 -1.5 -0.6 -0.34
S 2.484706 -1.285606 1.896466 0.8 0.1 -0.5 0.71
C 3.502143 0.222479 1.713524 -1.1 1.7 1.5 -0.38
H 4.676677 -2.197605 1.457590 0.9 0.5 0.2 0.02
H 3.600263 -2.153566 -0.032110 0.6 -0.1 0.6 0.03
H 3.492149 -3.463351 1.243690 0.0 1.3 -0.2 0.05
H 4.358675 0.166153 2.431634 -0.6 0.0 -0.9 0.06
H 2.863782 1.132981 2.005506 0.7 -1.5 -0.1 0.07
H 3.735006 0.435783 0.679811 0.4 -0.5 -0.3 0.02
C -1.156657 1.673295 2.790746 0.6 -2.4 -0.1 -0.22
Si -2.435733 0.870741 1.708109 -1.6 -0.2 -0.2 0.26
C -3.708820 0.025026 2.842116 0.6 -0.3 0.8 -0.24
C -3.510842 2.307891 1.000241 1.6 0.9 -1.7 -0.25
As -1.739215 -0.613721 -0.109690 0.1 2.5 -0.5 0.74
Si -0.768341 -2.549431 1.200287 1.2 0.7 0.3 0.06
C -0.602051 -2.550380 3.060017 0.9 -1.7 0.6 -0.23
C 0.294401 -3.963217 0.627366 -0.6 -0.6 0.8 -0.21
C -2.531026 -2.974659 0.771620 -0.7 -0.9 1.2 -0.36
H -1.736785 2.285777 3.413422 -0.6 1.7 0.7 0.01
H -0.392321 2.113946 2.161764 0.3 0.4 0.4 0.02
H -0.771446 0.911868 3.518984 0.2 0.5 -0.9 0.04
H -4.339832 0.787297 3.350897 0.5 -0.5 -0.3 0.04
H -3.296310 -0.688275 3.585213 0.0 0.6 -0.1 0.03
H -4.341261 -0.622920 2.269969 -0.7 -0.1 -0.6 0.00
H -2.678187 3.056734 0.711245 -1.3 -0.7 0.4 0.03
H -4.186489 2.825453 1.698656 0.3 -0.4 -0.1 0.02
H -4.045192 2.135169 0.022821 0.4 -0.1 1.1 0.03
H 0.479418 -2.857102 3.305483 -1.6 0.6 -0.2 0.04
H -1.262570 -3.323861 3.507701 0.4 0.1 -0.3 0.04
H -0.882127 -1.672215 3.602070 0.2 0.9 0.1 -0.01
H 0.411954 -4.211801 -0.394572 -0.2 0.0 -1.2 0.02
H -0.176653 -4.818145 1.116256 0.0 -0.4 0.0 0.04
H 1.282048 -3.901043 1.027723 0.7 0.2 0.4 -0.02
H -3.265300 -2.172253 1.019244 0.4 -1.1 0.1 -0.02
H -2.632915 -3.876805 1.452511 -0.6 0.6 -0.9 0.06
H -2.637511 -3.208409 -0.282452 -0.1 -0.4 0.0 0.01
```
Positions in Å, forces in eV/Å.

4.
DFT (ωB97M-V with the def2-TZVPD basis set) results for a molecular structure, C17H33BEuN6Si2.

Relative energy (zero: lowest compared OMol25 entry of this formula, charge and spin): 805.1 kJ/mol
HOMO (alpha / beta): -7.40 / -6.82 eV
2S+1: 8
Charge: 0
LUMO (alpha / beta): 0.4 / -2.0 eV
Maximum force: 13.19 eV/A
Electronic energy: -2310.09638 Ha

Structure (XYZ):
```
60
Properties=species:S:1:pos:R:3:forces:R:3:lowdin_charge:R:1
H -2.814954 0.175857 -0.275612 0.3 0.0 -0.5 0.07
N -1.163843 0.438108 -1.594308 -0.5 0.7 -0.3 0.02
B 0.275203 0.974153 -3.610651 -0.2 -0.3 0.7 -0.50
N -1.098398 0.882468 -2.896889 0.5 -0.5 1.0 -0.05
C -2.330506 1.106636 -3.382084 0.2 0.0 -0.3 -0.10
Eu 1.283399 -0.803934 -0.345802 -12.9 2.8 0.1 1.49
H -2.454189 1.433064 -4.417035 -0.1 -0.1 0.5 0.12
C -3.232348 0.832636 -2.378328 -1.2 0.2 -0.1 -0.08
H -4.323001 0.895252 -2.441703 0.6 0.0 0.0 0.10
C -2.467236 0.445482 -1.272589 0.7 -0.1 -0.5 -0.17
H 0.128939 1.381766 -4.721021 0.1 0.0 -0.2 0.11
C 3.060095 -1.035709 0.126479 11.6 -1.0 2.9 -0.45
H 2.992613 -1.360007 1.189258 0.3 0.3 -0.3 0.02
H 3.596320 -0.051174 0.008700 0.0 -1.0 0.3 0.03
H 3.567829 -1.836299 -0.417098 0.5 0.1 0.0 0.01
N 0.890192 -0.460740 -3.621521 0.7 -1.8 1.6 0.02
N 1.251711 1.901188 -2.830315 0.8 -0.6 1.2 -0.03
N 1.081527 -1.175027 -2.420391 -0.1 0.0 -4.6 -0.18
N 1.763144 1.529041 -1.590579 -0.2 1.0 -0.4 -0.02
C 1.367616 -1.204919 -4.629827 0.0 -0.5 1.2 -0.06
C 1.780344 3.074154 -3.212312 0.1 -0.3 0.5 -0.08
H 1.291909 -0.789543 -5.621139 0.1 -0.3 -0.1 0.12
H 1.518459 3.470505 -4.184806 0.1 0.1 0.2 0.12
C 1.872613 -2.415984 -4.109699 -0.3 0.6 0.4 -0.04
C 2.625617 3.525557 -2.203043 -0.2 -0.2 0.1 -0.06
C 1.673639 -2.347731 -2.701760 -0.1 1.0 -2.4 -0.17
C 2.563717 2.542721 -1.195083 -0.7 -0.4 -1.3 -0.17
H 2.313828 -3.218015 -4.670424 0.0 -0.1 0.0 0.08
H 3.205490 4.429060 -2.195936 0.0 0.1 0.0 0.09
H 1.934444 -3.055760 -1.917895 -0.3 0.2 -0.3 0.07
H 3.025149 2.542332 -0.212367 0.0 -0.1 -0.3 0.09
H 0.339884 -2.832000 -0.195010 0.9 1.5 -1.3 -0.03
C -2.675128 -1.896514 1.493171 0.1 0.1 -0.1 -0.18
Si -1.011564 -1.963094 2.400879 -1.0 -1.2 -0.3 0.37
C -1.457230 -2.195599 4.240245 0.3 0.2 0.2 -0.18
C -0.109325 -3.508734 1.815516 -0.7 -0.8 0.8 -0.28
C 0.025609 -0.460403 2.192281 0.8 -0.4 0.6 -0.32
Si -0.435507 1.268428 2.600744 -0.5 1.2 0.1 0.39
C -0.074922 1.605297 4.433438 0.1 -0.3 0.0 -0.18
C 0.564110 2.510774 1.595485 0.0 0.0 -0.1 -0.20
C -2.265914 1.654188 2.321338 0.1 0.0 0.0 -0.18
H -3.323700 -2.709183 1.855517 0.2 0.2 -0.1 0.04
H -2.539748 -2.028142 0.409971 0.0 0.0 0.3 0.02
H -3.210785 -0.951930 1.652289 0.1 -0.2 0.0 0.00
H -2.114941 -3.067262 4.381725 0.2 0.2 -0.2 0.03
H -0.555239 -2.356841 4.849657 -0.2 0.0 -0.1 0.03
H -1.979392 -1.319891 4.654956 0.1 -0.2 -0.2 0.02
H -0.148763 -3.637741 0.714124 -0.1 0.1 1.2 -0.09
H 0.943281 -3.494807 2.116503 0.0 -0.1 -0.1 0.02
H -0.595951 -4.389162 2.252050 0.1 0.0 0.4 0.03
H 1.064128 -0.686801 2.542129 -0.5 0.2 -0.3 0.01
H 1.003578 1.550871 4.639539 -0.2 0.0 0.0 0.03
H -0.420108 2.607869 4.723710 0.0 -0.2 -0.2 0.03
H -0.573204 0.875845 5.086770 0.1 0.2 -0.1 0.02
H 0.185051 2.579889 0.565529 0.1 0.0 0.2 0.02
H 0.491183 3.513351 2.046833 0.0 -0.3 -0.1 0.04
H 1.629653 2.241146 1.544599 -0.2 0.1 0.1 0.01
H -2.511181 1.723014 1.251661 0.1 0.0 0.3 0.01
H -2.932191 0.912350 2.781058 0.1 0.2 -0.1 0.02
H -2.491004 2.629945 2.779074 0.1 -0.2 -0.1 0.04
```
Positions in Å, forces in eV/Å.